Density functional theory data (wB97M-V/def2-TZVPD) for a cluster of 3 separate species, C28H38N4OS in total in a non-equilibrium geometry.

Computed properties:
Calculated total energy: -48480.0744 eV
Lowest unoccupied orbital energy: -0.0477 Ha
Energy relative to the best compared isomer or geometry (same formula, charge and spin): 1394.8 kJ/mol
Spin multiplicity: 1
Net charge: 0
HOMO-LUMO gap: 6.840 eV
SMILES string: COCCCCCCCCCCCc1cccc2nsnc12.c1ccncc1.c1ccncc1

Last column: Löwdin charge in e.
CARTESIAN COORDINATES (ANGSTROEM)
C -0.74 4.33 -2.26  -0.148
O 0.20 3.55 -1.44  -0.274
C -0.33 3.28 -0.09  -0.210
C -1.97 3.24 0.01  -0.197
C -2.53 2.56 1.41  -0.188
C -3.21 1.06 1.18  -0.206
C -2.41 -0.04 2.14  -0.220
C -1.09 -0.70 1.35  -0.218
C 0.13 -1.06 2.38  -0.216
C 1.41 -1.84 1.71  -0.218
C 1.05 -2.56 0.27  -0.220
C 2.20 -3.61 -0.27  -0.217
C 3.04 -3.10 -1.58  -0.187
C 1.93 -2.76 -2.78  -0.090
C 1.01 -3.99 -3.35  -0.023
C -0.11 -3.64 -4.49  -0.046
C -0.26 -2.07 -5.01  -0.018
C 0.71 -0.91 -4.39  -0.221
N 0.75 0.59 -4.68  -0.290
S 1.98 1.31 -3.65  0.875
N 2.67 0.01 -2.71  -0.277
C 1.85 -1.18 -3.25  -0.211
H -1.14 5.32 -1.75  0.105
H -1.62 3.67 -2.72  0.105
H -0.11 4.70 -3.21  0.105
H 0.05 2.20 0.21  0.121
H 0.05 4.01 0.75  0.132
H -2.47 2.64 -0.87  0.110
H -2.39 4.35 0.00  0.113
H -3.35 3.22 1.93  0.075
H -1.66 2.38 2.21  0.114
H -4.35 1.11 1.45  0.083
H -3.16 0.73 0.04  0.114
H -3.19 -0.93 2.29  0.108
H -2.14 0.36 3.20  0.105
H -1.53 -1.64 0.77  0.117
H -0.73 0.12 0.58  0.097
H -0.25 -1.73 3.27  0.114
H 0.54 -0.02 2.79  0.118
H 1.89 -2.66 2.40  0.108
H 2.24 -1.02 1.46  0.117
H 0.77 -1.71 -0.47  0.105
H 0.06 -3.20 0.43  0.115
H 2.94 -3.95 0.59  0.115
H 1.63 -4.60 -0.61  0.100
H 3.66 -2.14 -1.25  0.092
H 3.81 -3.93 -1.96  0.127
H 1.20 -5.07 -2.88  0.104
H -0.79 -4.52 -4.86  0.083
H -1.08 -1.78 -5.80  0.088
C -7.81 3.89 4.47  -0.079
C -8.07 2.79 3.66  -0.076
C -7.05 2.31 2.85  -0.144
N -5.81 2.86 2.80  0.055
C -5.59 3.93 3.59  -0.147
C -6.55 4.48 4.43  -0.075
H -8.58 4.29 5.11  0.105
H -9.04 2.31 3.66  0.102
H -7.20 1.45 2.21  0.102
H -4.59 4.35 3.53  0.095
H -6.31 5.34 5.05  0.102
C 7.54 -1.94 0.19  -0.081
C 8.37 -2.97 -0.25  -0.082
C 8.17 -3.48 -1.52  -0.154
N 7.22 -3.03 -2.37  0.057
C 6.43 -2.02 -1.92  -0.167
C 6.56 -1.45 -0.66  -0.082
H 7.67 -1.51 1.18  0.104
H 9.14 -3.37 0.39  0.099
H 8.78 -4.28 -1.90  0.100
H 5.67 -1.68 -2.62  0.096
H 5.90 -0.64 -0.36  0.102



Density functional theory data (wB97M-V/def2-TZVPD) for a structure of composition C28H39BBrF21InO16S.

Computed properties:
Calculated total energy: -206231.9710 eV
Lowest unoccupied orbital energy: 0.0665 Ha
Spin multiplicity: 1
Net charge: -1
HOMO-LUMO gap: 6.421 eV

Last column: Löwdin charge in e.
CARTESIAN COORDINATES (ANGSTROEM)
O -5.33 3.65 1.40  0.066
B -4.20 4.21 0.88  -0.773
O -4.34 5.24 -0.03  0.051
In -2.15 3.35 1.51  0.111
S -0.56 5.16 2.23  0.112
Br -2.70 1.71 3.52  -0.162
H -5.10 3.22 2.23  0.039
H -4.31 6.10 0.40  0.047
H -1.42 2.47 0.18  -0.095
H -1.28 5.93 3.06  -0.317
C -1.78 -3.45 -2.86  -0.068
C -2.68 -2.34 -2.36  -0.186
O -1.94 -1.13 -2.11  0.043
C -1.63 -0.40 -3.17  -0.398
O -1.89 -0.65 -4.32  0.157
C -0.91 0.88 -2.72  -0.556
F 0.05 0.61 -1.83  0.156
F -1.79 1.72 -2.18  0.147
F -0.33 1.49 -3.77  0.160
H -0.97 -3.62 -2.16  0.068
H -2.36 -4.37 -2.96  0.086
H -1.34 -3.21 -3.82  0.074
H -3.12 -2.60 -1.41  0.127
H -3.48 -2.14 -3.07  0.125
C 3.78 0.61 3.47  -0.046
C 3.42 0.33 2.03  -0.196
O 2.97 -1.03 1.85  0.018
C 1.71 -1.27 2.21  -0.402
O 0.94 -0.49 2.66  0.194
C 1.37 -2.74 1.90  -0.529
F 2.33 -3.57 2.33  0.151
F 1.23 -2.92 0.58  0.154
F 0.22 -3.09 2.49  0.167
H 4.53 -0.11 3.82  0.083
H 4.19 1.61 3.56  0.082
H 2.91 0.53 4.12  0.080
H 4.29 0.43 1.39  0.104
H 2.66 1.02 1.67  0.131
C -1.80 -5.05 3.85  -0.059
C -2.17 -6.51 3.96  -0.191
O -3.60 -6.71 3.81  0.034
C -4.05 -6.72 2.57  -0.405
O -3.42 -6.58 1.56  0.171
C -5.57 -6.98 2.58  -0.544
F -6.19 -6.23 3.50  0.168
F -5.81 -8.27 2.88  0.158
F -6.11 -6.73 1.39  0.171
H -2.37 -4.45 4.56  0.090
H -0.74 -4.91 4.04  0.076
H -2.02 -4.66 2.85  0.077
H -1.93 -6.89 4.95  0.123
H -1.64 -7.12 3.23  0.125
C 2.74 6.79 0.35  -0.059
C 3.85 6.45 1.32  -0.187
O 4.29 5.08 1.16  0.041
C 5.13 4.86 0.17  -0.409
O 5.57 5.66 -0.61  0.164
C 5.53 3.37 0.16  -0.535
F 4.46 2.58 0.30  0.161
F 6.37 3.12 1.17  0.160
F 6.14 3.05 -0.98  0.168
H 1.91 6.09 0.45  0.054
H 2.38 7.80 0.53  0.085
H 3.09 6.73 -0.69  0.076
H 3.49 6.52 2.34  0.126
H 4.70 7.12 1.21  0.121
C -9.57 8.82 1.59  -0.063
C -8.93 7.63 2.27  -0.194
O -7.53 7.53 1.96  0.043
C -6.72 8.32 2.65  -0.397
O -7.04 9.10 3.50  0.166
C -5.27 8.05 2.23  -0.527
F -5.15 8.01 0.89  0.159
F -4.85 6.88 2.70  0.182
F -4.46 9.01 2.68  0.176
H -9.39 8.79 0.52  0.083
H -10.64 8.83 1.78  0.080
H -9.15 9.75 1.97  0.075
H -9.37 6.70 1.89  0.127
H -9.07 7.65 3.35  0.125
C 4.47 -1.86 -1.28  -0.049
C 4.96 -3.10 -0.57  -0.181
O 6.38 -3.30 -0.80  0.037
C 7.19 -2.57 -0.06  -0.406
O 6.89 -1.77 0.77  0.171
C 8.65 -2.94 -0.39  -0.543
F 8.85 -3.00 -1.72  0.163
F 8.95 -4.14 0.13  0.161
F 9.49 -2.04 0.11  0.170
H 4.70 -1.90 -2.35  0.084
H 3.39 -1.77 -1.16  0.079
H 4.94 -0.96 -0.88  0.073
H 4.48 -3.99 -0.97  0.125
H 4.76 -3.05 0.50  0.119
C 2.21 -5.99 -8.03  -0.061
C 2.12 -4.74 -7.19  -0.192
O 1.37 -4.97 -5.98  0.035
C 2.03 -5.56 -5.00  -0.401
O 3.16 -5.92 -5.00  0.170
C 1.10 -5.68 -3.77  -0.539
F -0.11 -6.15 -4.13  0.165
F 0.94 -4.48 -3.20  0.155
F 1.61 -6.51 -2.87  0.174
H 1.21 -6.38 -8.25  0.083
H 2.71 -5.77 -8.98  0.082
H 2.77 -6.77 -7.52  0.077
H 1.58 -3.96 -7.72  0.126
H 3.11 -4.35 -6.94  0.126